(1)
The following is a DFT calculation (ωB97M-V/def2-TZVPD) of C15H38NO18Y as an isolated structure.

Electronic energy in eV: -55542.586
Kohn-Sham gap in eV: 2.3
HOMO level in Eh: -0.3175
Largest force on an atom in eV/A: 3.6

The geometry in XYZ format:
```
73
Properties=species:S:1:pos:R:3:forces:R:3:mulliken_charge:R:1
Y 2.16978 3.35614 4.47806 0.51 0.96 -0.23 1.479
O -0.69296 10.48294 4.66442 0.65 1.17 -0.62 -0.510
O 2.81493 7.40510 9.42343 1.01 -0.55 0.58 -0.395
O -3.09373 9.60839 6.18116 -1.34 0.22 0.43 -0.533
O 3.02284 8.92054 14.03403 -0.86 -0.40 0.01 -0.526
O 7.96345 3.47804 6.50335 -0.32 0.12 -0.46 -0.399
O -0.07942 6.71945 -0.09160 0.02 -0.78 0.22 -0.435
O 8.90532 8.30376 5.93924 -1.52 0.70 0.72 -0.396
O 9.89535 3.48191 11.13908 0.88 0.59 0.44 -0.508
O 6.15531 4.38801 5.52721 0.23 3.20 -0.70 -0.549
O 7.33876 4.56333 10.96192 0.57 0.36 0.66 -0.537
O 0.82990 8.19432 9.04861 -0.67 -0.26 -0.16 -0.610
O 1.38263 6.29169 1.59836 2.08 2.19 0.82 -0.570
O 0.60836 8.50618 15.53708 -0.56 0.37 1.30 -0.527
O 1.70428 6.76109 7.61408 -0.21 -0.76 -0.28 -0.601
O -0.65877 14.36624 11.57142 -0.39 -0.23 -0.72 -0.529
O 0.08923 4.79150 1.08873 -2.01 -2.30 -0.85 -0.581
O 6.06239 2.40623 5.89585 -0.41 -3.53 0.50 -0.587
O -1.88031 11.81695 12.10544 -0.95 0.05 0.90 -0.515
N 7.04586 9.38987 4.38195 -0.40 -0.85 -0.37 -0.731
C 6.76133 3.41047 5.97235 -2.08 -0.93 -0.13 0.799
C 2.68651 7.71107 14.71410 0.39 -0.26 0.68 -0.465
C 8.19082 9.39869 6.53388 0.80 0.24 -1.22 -0.622
C -2.94473 10.86385 5.49700 0.89 -1.14 0.74 -0.383
C -2.53705 12.87615 11.35585 1.45 -1.56 0.62 -0.342
C -2.06805 10.56080 4.31861 -0.01 -0.15 0.16 -0.253
C 8.37252 5.27530 11.69438 -0.53 0.05 -0.19 -0.543
C 9.39271 4.26063 12.22901 -1.62 0.07 -1.15 -0.246
C 6.73781 11.31155 5.76989 -0.18 0.43 0.16 -1.439
C 0.46914 5.92754 0.85072 0.03 0.01 0.51 0.755
C 7.71367 10.25577 5.34688 -1.03 -0.87 0.01 0.503
C 10.21823 8.56655 5.54704 1.18 -2.36 0.44 -0.809
C -1.40875 13.52177 10.67039 0.54 2.12 -1.12 -0.330
C 1.18555 7.38244 14.94748 1.77 1.14 -2.46 -0.268
C 1.72466 7.40481 8.68320 -0.79 0.86 -1.55 0.744
H -0.75326 12.86944 10.09343 0.03 -0.47 0.32 0.310
H 8.57944 10.66094 4.82308 0.16 0.26 0.22 0.250
H 9.29354 3.60871 10.40195 -0.18 -0.06 -0.08 0.310
H 2.78241 9.60819 14.65928 -0.06 0.35 -0.13 0.309
H 0.05555 8.97978 14.91122 0.04 -0.19 -0.02 0.317
H 10.44617 8.18827 4.55052 -0.56 0.81 -0.63 0.284
H 5.82096 10.85617 6.14422 0.18 -0.26 0.65 0.333
H 10.68987 9.52793 5.75048 -0.48 0.09 0.08 0.354
H -2.27389 9.56676 3.92161 -0.89 0.16 -0.21 0.249
H 2.50319 8.06966 10.04211 0.65 0.43 1.07 0.315
H -0.50878 10.00685 5.47745 -0.39 -0.10 0.02 0.276
H -1.83464 14.17120 9.90554 0.16 0.56 -0.01 0.287
H 0.40464 7.54821 -0.11222 0.21 0.27 0.11 0.330
H 6.31617 11.90508 4.95870 0.69 0.27 -0.21 0.381
H -2.23619 9.27366 6.45353 0.06 0.18 0.06 0.297
H 3.12508 7.80489 15.70757 0.22 -0.37 0.22 0.313
H 7.23256 11.91984 6.52708 -0.47 0.37 0.05 0.351
H 0.77981 7.30951 13.93844 -0.34 -0.72 -0.01 0.230
H 3.19078 6.91495 14.16641 -0.12 -0.14 0.08 0.340
H -1.60266 11.14163 11.48217 -0.04 -0.02 -0.14 0.293
H 8.74740 6.04367 11.01821 0.92 -0.30 -0.26 0.328
H 8.86342 3.53366 12.84504 -0.11 0.31 0.52 0.232
H 7.37520 9.00037 7.13738 -0.10 -0.11 -0.23 0.322
H 6.10078 9.17953 4.66948 -0.65 0.79 0.14 0.278
H -3.88462 11.33988 5.21753 -0.33 -0.77 0.06 0.331
H 7.39368 8.44954 4.50395 0.93 -0.17 -0.44 0.292
H 10.11761 4.81164 12.82821 0.52 -0.35 -0.35 0.290
H 1.14679 6.43950 15.49287 -0.48 0.23 0.28 0.278
H 6.72774 5.25705 10.70307 -0.29 -0.18 -0.26 0.289
H -2.91668 13.63340 12.04182 -0.43 -0.49 0.14 0.252
H 7.93930 5.91114 12.46647 -0.19 -0.49 0.64 0.387
H 8.01900 4.40286 6.25191 1.72 1.18 0.54 0.300
H -2.47083 11.55808 6.19095 0.28 0.32 -0.19 0.228
H 8.85832 9.96119 7.18668 0.11 0.10 0.19 0.368
H -0.09067 13.83408 12.13327 -0.13 -0.32 -0.02 0.295
H -3.27340 12.43555 10.68372 -0.22 0.31 0.02 0.278
H -2.32493 11.32353 3.58351 1.11 0.07 -0.40 0.298
H 10.67878 7.74840 6.10080 1.32 0.51 0.46 0.284
```
Positions in Å, forces in eV/Å.



(2)
The following is a DFT calculation (ωB97M-V/def2-TZVPD) of a 2-piece molecular cluster, C4H5BrI2 overall.

Electronic energy in eV: -90469.034
Kohn-Sham gap in eV: 8.5
HOMO level in Eh: -0.3266
Largest force on an atom in eV/A: 5.9
Relative energy (zero: lowest compared OMol25 entry of this formula, charge and spin) in kJ/mol: 182.0

The geometry in XYZ format:
```
12
Properties=species:S:1:pos:R:3:forces:R:3:mulliken_charge:R:1
I -2.48909 0.60720 0.13617 0.49 -0.32 -0.13 0.044
I 2.37677 -0.81239 0.09816 -0.86 -0.09 -0.21 0.002
Br 1.56029 3.15745 -0.13744 0.04 -0.03 -0.42 -0.041
C -0.35825 -2.04241 -0.86242 -1.28 -2.26 0.14 -0.999
C -0.40477 0.26096 0.14792 0.56 2.98 0.95 -0.389
C 0.35458 2.23204 0.95030 3.00 -5.07 -0.34 -0.686
C 0.23437 -0.82666 -0.24975 0.97 0.85 0.10 0.422
H -1.39167 -1.74903 -1.22453 0.96 -0.65 0.71 0.281
H -0.48416 2.75692 1.11004 -3.20 1.49 0.33 0.473
H 0.89516 1.89528 1.85942 -0.64 0.11 -0.72 0.334
H -0.39596 -2.91865 -0.07384 -0.25 1.79 -1.34 0.247
H 0.10273 -2.56072 -1.75403 0.21 1.21 0.94 0.312
```
Positions in Å, forces in eV/Å.



(3)
The following is a DFT calculation (ωB97M-V/def2-TZVPD) of one molecule with the formula CH3NOSi.

Electronic energy in eV: -12493.199
Kohn-Sham gap (alpha / beta) in eV: 5.8 / 6.0
HOMO level (alpha / beta) in Eh: -0.1873 / -0.4354
Multiplicity: 3
Largest force on an atom in eV/A: 4.6
Relative energy (zero: lowest compared OMol25 entry of this formula, charge and spin) in kJ/mol: 307.0

The geometry in XYZ format:
```
7
Properties=species:S:1:pos:R:3:forces:R:3:mulliken_spin:R:1
Si 0.88915 0.24331 -0.50995 4.48 0.84 0.74 0.673
O -0.70157 0.08042 -0.22324 -1.53 -0.12 -0.56 0.069
N -2.25011 -0.58574 1.46965 -1.31 -0.48 1.37 0.128
C -1.49269 -0.22482 0.69334 0.55 0.16 -0.28 0.285
H 1.33271 -1.25096 -0.11557 -0.72 -0.47 0.33 0.457
H 1.18128 1.39705 0.58097 -0.89 -0.17 0.09 0.342
H 1.04122 0.34075 -1.89520 -0.58 0.23 -1.70 0.046
```
Positions in Å, forces in eV/Å.



(4)
The following is a DFT calculation (ωB97M-V/def2-TZVPD) of C26H34ClN6O8PmSTe as an isolated structure.

Electronic energy in eV: -100035.497
Kohn-Sham gap (alpha / beta) in eV: 4.9 / 4.9
HOMO level (alpha / beta) in Eh: -0.2249 / -0.2250
Multiplicity: 5
Largest force on an atom in eV/A: 3.6
Relative energy (zero: lowest compared OMol25 entry of this formula, charge and spin) in kJ/mol: 0.0

The geometry in XYZ format:
```
78
Properties=species:S:1:pos:R:3:forces:R:3:mulliken_spin:R:1
Pm -0.52265 -0.92568 0.41762 0.50 -1.76 0.70 4.067
Te 0.12601 -2.05717 3.55125 -0.39 0.20 -0.21 -0.020
Cl 0.42897 -4.02318 -0.00850 0.96 0.55 -2.14 -0.001
S -2.94752 -1.21277 2.14034 -0.05 1.90 0.00 -0.010
O 0.39119 -4.66495 -1.34167 0.15 0.80 2.77 -0.001
O 1.04955 -4.86579 1.01130 -1.37 1.67 -1.75 0.000
O 1.19390 -2.68591 -0.18576 -0.39 -1.34 0.55 -0.002
O -0.91735 -3.50036 0.31254 0.36 -0.76 0.47 -0.001
O -2.89586 2.77606 -0.13045 0.25 -0.62 -0.80 0.000
O -4.67029 1.56003 -4.01074 1.26 -1.34 0.91 0.000
O 1.81327 0.43532 -1.71164 -0.10 0.71 -1.09 -0.001
O -1.54851 -1.27211 -1.67856 -0.63 1.43 0.09 -0.002
N -4.32796 0.98512 2.80206 0.41 -1.58 -0.75 -0.001
N -2.10993 1.42341 2.22872 -1.94 1.32 -0.61 -0.003
N -0.85170 0.96128 1.90241 1.57 -0.34 0.89 -0.013
N -3.35103 2.25421 -2.33862 1.30 -3.06 1.35 0.000
N -2.23006 0.73759 -0.86555 1.16 -1.25 0.15 0.010
N 1.57212 0.24925 1.21427 0.97 0.02 0.13 0.003
C 1.82759 1.87719 -1.84337 0.87 0.17 -1.03 0.000
C -0.13477 2.82663 3.34070 -0.62 -1.82 1.21 -0.001
C 4.82428 -2.21753 4.97257 1.47 -0.59 0.64 -0.002
C 3.85721 1.18082 2.50608 0.09 -1.11 -1.36 0.001
C 3.12106 -2.92292 3.42797 -1.08 0.56 0.64 0.000
C 2.62355 1.59652 2.92783 -1.62 0.15 0.62 -0.002
C -2.80063 1.93491 -1.03651 -1.37 1.77 -0.73 -0.001
C 2.34418 0.87323 -4.04602 -0.21 -1.30 -0.50 0.000
C 2.13973 -2.13593 4.15538 1.10 -0.04 -0.24 -0.001
C 3.91504 -1.46245 5.71216 -1.45 -0.37 -1.61 0.001
C 4.44059 -2.99139 3.82582 -0.33 1.59 1.76 0.001
C -2.22580 -0.20281 -1.81190 -0.36 -0.89 -1.27 -0.019
C -3.12962 0.51300 2.40550 0.29 -1.98 -0.27 0.001
C -1.38307 0.68456 -5.02877 -0.33 -0.05 2.40 0.000
C 2.78309 -0.22078 0.87783 -0.10 0.34 -0.32 -0.002
C -4.25093 -1.18998 -3.00386 0.06 -0.77 -1.23 0.000
C 2.30194 2.18482 -3.32810 -0.85 1.37 0.30 0.000
C 3.96425 0.27262 1.40264 -1.01 0.49 1.85 0.000
C 2.39795 -0.14888 -2.91445 0.16 -0.55 0.51 0.000
C 0.12861 1.58142 2.48062 -1.57 2.01 -0.30 -0.001
C -5.05591 -1.18663 -1.70115 0.50 0.57 -0.34 0.000
C 2.54749 -1.40865 5.28553 1.52 -0.10 0.17 0.000
C -3.81034 1.22574 -3.19643 -0.16 1.99 -0.69 0.000
C 1.51244 1.15505 2.19311 -0.56 -0.22 0.16 -0.001
C -3.09359 -0.13378 -3.08162 -1.36 0.91 0.34 0.001
C -2.30468 -0.42839 -4.35134 0.63 -0.63 -1.66 0.000
H 0.81662 2.32141 -1.70027 0.67 -0.50 0.36 0.000
H -4.51097 1.92642 3.04551 0.05 0.84 0.13 0.000
H 4.86585 -0.23032 1.12029 0.54 0.27 -0.09 0.000
H -3.86402 3.08227 -2.43823 -0.75 1.40 0.17 0.000
H -5.66896 -0.28906 -1.68988 0.06 0.38 0.17 0.000
H -4.96260 -0.96649 -3.86175 0.96 -0.09 0.96 0.000
H 2.76712 -3.49922 2.57537 0.04 0.11 0.10 0.000
H -1.72982 -1.37407 -4.16147 -0.38 0.94 -0.07 0.000
H -3.75181 -2.15591 -3.30112 -0.66 0.64 0.81 0.000
H 4.68649 1.53794 3.05836 0.99 -0.01 0.23 0.000
H -2.40895 2.11876 1.48197 0.16 -0.18 0.71 0.000
H 4.13738 -0.84008 6.56536 0.59 -0.22 0.14 0.000
H 2.60125 2.26224 -1.13347 -0.92 0.00 -0.31 0.000
H -2.03525 1.28437 -5.66729 0.58 -0.34 -0.62 0.000
H 1.64772 2.92519 -3.85640 0.23 -0.68 0.61 0.000
H -0.59080 3.73057 2.94578 0.02 -0.34 -0.76 0.000
H 5.89205 -2.29670 5.37414 -1.51 0.16 -0.80 0.000
H -1.04304 1.45227 -4.26673 -0.13 -0.94 -0.51 0.000
H 0.78393 3.08468 3.80658 0.62 0.52 0.39 0.000
H 2.42846 2.14408 3.89488 0.67 -0.48 -1.46 0.000
H -3.06726 -0.70638 -5.12929 0.65 0.22 0.70 0.000
H 5.17922 -3.59017 3.32800 0.10 -0.19 -0.24 0.000
H -5.10157 0.31429 2.74637 0.60 0.61 0.17 0.000
H 1.36582 0.68452 -4.50892 0.48 0.26 -0.35 0.000
H -0.46121 0.20002 -5.42773 -1.07 0.63 -0.31 0.000
H -4.43697 -1.20599 -0.80313 0.01 -0.09 0.01 0.000
H 1.75901 -0.99154 -3.13051 0.04 -0.48 -0.11 0.000
H -0.82431 2.48947 4.15990 0.52 0.27 -0.61 0.000
H 2.77601 -0.98200 0.11284 0.16 -0.12 0.06 -0.001
H 1.92819 -0.74082 5.91391 -0.19 -0.69 -0.81 0.000
H 3.41946 -0.52754 -2.72780 -0.32 0.32 0.23 0.000
H 3.17960 0.72022 -4.80897 -1.17 0.36 1.09 0.000
H -5.77816 -1.97369 -1.64441 -0.18 -0.79 -0.09 0.000
H 3.25969 2.66057 -3.35118 0.78 0.20 0.35 0.000
```
Positions in Å, forces in eV/Å.